[1]
{
  "formula": "C2H2F2OS",
  "method": "wB97M-V/def2-TZVPD",
  "elements": ["C", "C", "O", "F", "F", "S", "H", "H"],
  "positions_angstrom": [[-0.66215, 1.05847, -0.44875], [-0.12221, -0.52035, 0.00381], [-1.35962, 1.66131, 0.26391], [-0.64578, -1.03679, 1.07948], [-0.35599, -1.36670, -1.02570], [1.63533, -0.27221, 0.21936], [-0.22639, 1.58826, -1.37195], [1.73681, -1.11199, 1.27984]],
  "lowdin_charge": [-0.212, -0.878, 0.092, 0.084, 0.019, 0.847, 0.145, -0.098],
  "e_above_lowest_kcal_mol": 21.6,
  "smiles": "O=CC(F)(F)S",
  "energy_ev": -20422.7257,
  "largest_force_ev_per_a": 3.5,
  "homo_lumo_gap_ev": 10.54,
  "mol_weight_da": 112.10,
  "homo_ha": -0.3686
}

[2]
{
  "formula": "C2H2F2S2",
  "method": "wB97M-V/def2-TZVPD",
  "elements": ["C", "C", "F", "F", "S", "S", "H", "H"],
  "positions_angstrom": [[-0.07863, -0.63920, -0.28139], [0.07602, 0.61884, 0.08430], [0.92831, -1.35395, -0.72573], [-1.01560, 1.33259, 0.37392], [-1.61384, -1.40739, -0.43904], [1.52637, 1.61089, 0.00068], [-1.03196, -2.58206, -0.08968], [1.20934, 2.42028, 1.07694]],
  "lowdin_charge": [-0.775, -0.731, 0.020, -0.020, 0.869, 0.823, -0.094, -0.091],
  "e_above_lowest_kcal_mol": 19.1,
  "smiles": "F/C(S)=C(/F)S",
  "energy_ev": -29210.4228,
  "largest_force_ev_per_a": 1.5,
  "homo_lumo_gap_ev": 9.34,
  "mol_weight_da": 128.17,
  "homo_ha": -0.3179
}

[3]
{
  "formula": "C2H2F3GaO3S",
  "method": "wB97M-V/def2-TZVPD",
  "elements": ["S", "O", "O", "C", "F", "F", "F", "C", "O", "Ga", "H", "H"],
  "positions_angstrom": [[0.72290, 0.71158, 1.15542], [1.50313, -0.59307, 1.38075], [0.62357, 0.89532, -0.38244], [-1.02577, 0.16165, 1.60980], [-1.06475, 0.00067, 2.92205], [-1.88199, 1.10027, 1.25022], [-1.33643, -0.97903, 1.02246], [0.23660, 0.10439, -2.09623], [0.93266, -0.94691, -1.89058], [1.54396, -1.37020, -0.28609], [-0.84464, 0.04605, -1.88184], [0.59076, 0.86929, -2.80352]],
  "lowdin_charge": [1.197, -0.320, -0.423, -0.727, 0.200, 0.206, 0.171, 0.090, -0.024, 1.285, 0.164, 0.180],
  "e_above_lowest_kcal_mol": 40.0,
  "energy_ev": -79588.4031,
  "largest_force_ev_per_a": 4.4,
  "homo_lumo_gap_ev": 6.09,
  "mol_weight_da": 232.82,
  "charge": 2,
  "homo_ha": -0.7447
}

[4]
{
  "formula": "C2H2F3NO",
  "method": "wB97M-V/def2-TZVPD",
  "elements": ["C", "C", "N", "O", "F", "F", "F", "H", "H"],
  "positions_angstrom": [[-0.53547, -0.63412, -1.35146], [0.16778, 0.73584, 1.25780], [0.49630, -0.67422, -0.64071], [1.56853, -1.20420, -0.57010], [1.22720, 0.74802, 2.04384], [-0.03821, 1.93178, 0.69927], [-0.92757, 0.34264, 1.89846], [-0.59417, -1.24082, -2.25135], [-1.36437, -0.00493, -1.08576]],
  "lowdin_charge": [0.015, -0.440, -0.195, 0.045, 0.155, 0.122, 0.133, 0.090, 0.075],
  "e_above_lowest_kcal_mol": 122.5,
  "energy_ev": -13791.7862,
  "largest_force_ev_per_a": 2.6,
  "homo_lumo_gap_ev": [9.04, 9.49],
  "mol_weight_da": 113.04,
  "homo_ha": [-0.3528, -0.3576]
}

[5]
{
  "formula": "C2H2F3NO",
  "method": "wB97M-V/def2-TZVPD",
  "elements": ["C", "C", "N", "O", "F", "F", "F", "H", "H"],
  "positions_angstrom": [[-0.75864, -0.19859, -1.28057], [0.46786, -2.25233, -0.08831], [0.04151, -1.33005, -1.04800], [-1.07126, 0.71429, -0.60448], [0.63575, -1.91261, 1.13477], [-0.39308, -3.33184, -0.03606], [1.64947, -2.82725, -0.55685], [-1.07161, -0.23836, -2.36368], [0.13410, -1.93538, -1.77907]],
  "lowdin_charge": [-0.307, -0.637, 0.172, 0.100, 0.228, 0.101, 0.096, 0.148, 0.099],
  "e_above_lowest_kcal_mol": 22.6,
  "smiles": "O=CNC(F)(F)F",
  "energy_ev": -13796.1187,
  "largest_force_ev_per_a": 3.7,
  "homo_lumo_gap_ev": 11.81,
  "mol_weight_da": 113.04,
  "homo_ha": -0.4113
}

[6]
{
  "formula": "C2H2F3NO",
  "method": "wB97M-V/def2-TZVPD",
  "elements": ["C", "C", "N", "O", "F", "F", "F", "H", "H"],
  "positions_angstrom": [[-0.11905, -0.17328, 0.12227], [-2.17804, -0.67429, -0.94834], [-1.20719, -0.82216, 0.36695], [-1.56718, -1.55485, 1.27108], [-1.55289, -0.94442, -2.06917], [-3.18820, -1.50304, -0.77226], [-2.64308, 0.57380, -0.98366], [0.72336, -0.18579, 0.78792], [-0.04958, 0.39486, -0.79160]],
  "lowdin_charge": [0.083, -0.578, -0.243, 0.010, 0.191, 0.188, 0.169, 0.093, 0.088],
  "e_above_lowest_kcal_mol": 75.5,
  "smiles": "C=[N+]([O-])C(F)(F)F",
  "energy_ev": -13793.8240,
  "largest_force_ev_per_a": 3.5,
  "homo_lumo_gap_ev": 10.35,
  "mol_weight_da": 113.04,
  "homo_ha": -0.3559
}

[7]
{
  "formula": "C2H2F3NO",
  "method": "wB97M-V/def2-TZVPD",
  "elements": ["C", "C", "N", "O", "F", "F", "F", "H", "H"],
  "positions_angstrom": [[0.07126, 1.44362, -0.09328], [1.28355, 0.87374, 0.46495], [-1.30816, 0.28149, -0.24520], [-1.05646, -0.50346, -1.07751], [-0.56234, 2.35895, 0.76013], [1.28618, -0.43244, 0.11294], [1.36012, 1.01754, 1.79771], [0.18540, 1.99144, -0.99839], [2.18790, 1.33681, -0.06887]],
  "lowdin_charge": [-0.158, -0.409, 0.107, 0.016, -0.027, 0.059, 0.101, 0.130, 0.181],
  "e_above_lowest_kcal_mol": 100.6,
  "smiles": "O=N[C@@H](F)C(F)F",
  "energy_ev": -13792.7378,
  "largest_force_ev_per_a": 5.4,
  "homo_lumo_gap_ev": 8.91,
  "mol_weight_da": 113.04,
  "homo_ha": -0.3463
}

[8]
{
  "formula": "C2H2F3NO",
  "method": "wB97M-V/def2-TZVPD",
  "elements": ["C", "C", "N", "O", "F", "F", "F", "H", "H"],
  "positions_angstrom": [[-0.36480, 1.54012, -0.39264], [0.62063, -1.57611, 0.28854], [-0.45057, 1.18562, 0.93008], [-1.57295, 1.59608, 0.31093], [-0.57259, -2.08847, 0.61584], [0.81362, -1.71111, -0.99631], [1.60657, -2.24446, 1.02347], [0.14787, 2.53206, -0.62158], [-0.22779, 0.76626, -1.15832]],
  "lowdin_charge": [-0.257, -0.342, 0.074, -0.021, 0.113, 0.143, 0.063, 0.130, 0.097],
  "e_above_lowest_kcal_mol": 150.3,
  "energy_ev": -13790.5806,
  "largest_force_ev_per_a": 3.4,
  "homo_lumo_gap_ev": [8.64, 10.54],
  "mol_weight_da": 113.04,
  "homo_ha": [-0.3588, -0.3908]
}